Computed, not measured: a single C6H9NOS2 molecule at a distorted geometry, with ωB97M-V/def2-TZVPD.

Output
- E_HOMO: -8.89 eV
- E: -31571.2841 eV
- F_max: 5.4 eV/Å
- Frontier orbital gap: 9.37 eV

Geometry as ORCA input:
```
! wB97M-V def2-TZVPD RIJCOSX def2/J DEFGRID3
* xyz 0 1
S 1.650 -0.314 -1.168
S -0.890 3.592 0.374
O 0.288 -0.067 -1.863
N -1.578 0.841 0.543
C -0.990 -1.461 0.063
C -1.069 1.955 0.556
C -2.015 -0.530 0.426
C 2.080 1.433 -0.859
C 0.170 -1.439 0.970
C 1.345 -0.979 0.468
H -1.484 -2.321 0.344
H -2.574 -1.124 1.330
H 1.341 1.994 -0.346
H 1.923 1.925 -1.989
H -2.907 -0.572 -0.353
H 0.268 -2.109 1.823
H 3.203 1.585 -0.466
H 2.121 -1.138 1.129
H -0.882 -1.271 -0.981
*
```

Computed, not measured: a single C6H9NS molecule at a distorted geometry, with ωB97M-V/def2-TZVPD.

Output
- E_HOMO: -8.61 eV
- E: -18690.5968 eV
- F_max: 5.0 eV/Å
- Structure (SMILES): N[C@H]1C[C@@H]2C=C[C@H]1S2
- Frontier orbital gap: 9.43 eV

Geometry as ORCA input:
```
! wB97M-V def2-TZVPD RIJCOSX def2/J DEFGRID3
* xyz 0 1
S -0.605 1.839 -0.269
N 2.339 0.231 -0.025
C 0.055 0.371 -1.120
C 0.144 0.007 1.346
C -1.214 -0.585 -1.141
C -1.917 -0.546 0.033
C -1.178 0.467 0.845
C 0.988 -0.290 -0.048
H -2.860 -1.075 0.280
H 0.295 0.645 -2.172
H -1.307 -1.255 -1.944
H -1.699 0.877 1.793
H 0.713 0.806 1.863
H 0.042 -1.004 1.957
H 1.004 -1.385 -0.282
H 2.954 -0.410 -0.864
H 2.245 1.310 -0.253
*
```

Computed, not measured: a molecular structure, C6H9O4Tl at a distorted geometry, with ωB97M-V/def2-TZVPD.

Output
- E_HOMO (alpha / beta): -17.88 / -17.52 eV
- E: -19223.8234 eV
- F_max: 5.9 eV/Å
- Frontier orbital gap (alpha / beta): 5.91 / 5.31 eV

Geometry as ORCA input:
```
! wB97M-V def2-TZVPD RIJCOSX def2/J DEFGRID3
* xyz 2 1
Tl 0.347 0.692 0.173
O -1.529 -0.257 0.782
O 3.574 -0.549 -1.079
O 1.378 -0.867 -0.568
O 2.198 1.115 -0.384
C -3.543 0.816 0.364
C 1.395 -2.267 -0.888
C -0.025 -2.776 -0.831
C -2.618 -0.321 0.210
C -3.132 2.037 -0.060
C 2.530 -0.076 -0.699
H -0.402 -2.765 0.201
H 2.045 -2.777 -0.165
H -2.675 -0.827 -0.772
H 1.830 -2.381 -1.889
H -3.771 2.584 -0.756
H -0.049 -3.815 -1.184
H -0.693 -2.166 -1.455
H -3.034 2.452 0.997
H -4.163 0.709 1.258
*
```

Computed, not measured: a single C6H9PS molecule at a distorted geometry, with ωB97M-V/def2-TZVPD.

Output
- E_HOMO (alpha / beta): -7.36 / -7.36 eV
- E: -26488.9882 eV
- F_max: 7.3 eV/Å
- Frontier orbital gap (alpha / beta): 6.40 / 6.41 eV

Geometry as ORCA input:
```
! wB97M-V def2-TZVPD RIJCOSX def2/J DEFGRID3
* xyz 0 1
S -2.385 -1.077 -0.050
P -2.753 0.751 0.528
C -0.531 -1.025 -0.867
C -0.332 0.227 -1.545
C 0.512 -1.277 0.350
C 0.514 -0.102 1.284
C 0.886 1.186 0.469
C 0.248 1.243 -0.932
H -0.844 -1.938 -1.501
H -0.839 0.341 -2.469
H 1.435 -0.381 1.889
H -0.243 -0.059 1.940
H 1.454 -1.532 -0.036
H 0.482 1.973 1.017
H 0.392 2.190 -1.464
H 1.984 1.491 0.420
H 0.020 -2.013 0.966
*
```

Computed, not measured: a molecular structure, C6HO6 at a distorted geometry, with ωB97M-V/def2-TZVPD.

Output
- E_HOMO: -3.71 eV
- E: -18521.3731 eV
- F_max: 4.1 eV/Å
- Frontier orbital gap: 7.15 eV

Geometry as ORCA input:
```
! wB97M-V def2-TZVPD RIJCOSX def2/J DEFGRID3
* xyz -1 1
O -2.013 2.567 -0.654
O 1.490 -1.135 0.932
O -3.155 -3.233 0.284
O -3.759 1.223 0.058
O -0.045 -0.005 -0.360
O -5.159 -0.376 0.480
C -1.780 0.210 -0.046
C -3.978 -0.027 0.298
C 1.171 -0.438 -0.003
C -2.897 -2.123 0.270
C -2.719 -0.835 0.134
C -2.358 1.470 -0.289
H 2.022 -0.171 -0.712
*
```

Computed, not measured: 12 unconnected molecules or ions with the total composition C70H115F5O21 at a distorted geometry, with ωB97M-V/def2-TZVPD.

Output
- E_HOMO: -9.03 eV
- E: -131025.7631 eV
- F_max: 3.5 eV/Å
- Structure (SMILES): C[C@H]1COC(=O)O1.COCCOCCOC.COCCOCCOC.COCCOCCOC.COCCOCCOC.COCCOCCOC.COCCOCCOC.Fc1ccccc1.Fc1ccccc1.Fc1ccccc1.Fc1ccccc1.Fc1ccccc1
- Frontier orbital gap: 9.58 eV

Geometry as ORCA input:
```
! wB97M-V def2-TZVPD RIJCOSX def2/J DEFGRID3
* xyz 0 1
F 0.421 -5.897 -1.186
F -7.819 -0.393 2.922
F 6.400 -2.669 4.333
F 0.576 -2.097 7.300
F -1.717 2.757 -0.739
O 2.811 2.782 -0.999
O -5.823 -5.589 -1.493
O 0.963 5.055 4.451
O -4.188 -0.343 -3.010
O 0.750 1.189 -4.541
O 0.741 -1.223 0.539
O 1.894 1.991 4.500
O -2.262 2.961 -5.669
O -2.360 -2.442 -0.442
O -6.133 1.741 -2.552
O 6.960 2.667 2.837
O 9.272 -5.035 -1.062
O -0.697 -0.663 2.180
O -0.554 5.384 7.049
O 6.764 -2.981 -0.998
O 5.881 -0.576 -1.691
O -0.777 0.380 0.163
O -4.513 -4.020 0.888
O -4.975 -1.221 -6.079
O 4.044 2.508 1.867
O -3.739 4.704 -7.201
C -4.943 1.600 -1.826
C 7.248 -4.088 -0.160
C -4.794 -1.461 -3.586
C -4.383 3.692 -6.494
C 0.718 5.858 6.744
C -4.545 0.178 -1.728
C 1.429 -1.705 -1.846
C 3.217 1.633 1.079
C 2.458 -5.099 -2.074
C -1.147 4.632 0.555
C -0.737 -2.091 6.812
C -0.124 1.975 -5.333
C -1.204 5.912 8.194
C 3.593 -2.471 1.529
C -4.493 0.015 -6.429
C 5.467 -2.708 3.358
C -4.354 -0.555 1.995
C 1.166 -0.715 -0.724
C -1.722 -2.077 7.719
C -0.305 -0.474 1.069
C -1.875 3.453 0.373
C -2.780 2.961 1.302
C -3.573 3.324 -5.280
C -3.324 -4.563 0.353
C 0.388 -4.910 -3.293
C 7.704 -2.086 -1.433
C -2.216 -3.570 0.429
C 2.347 -4.068 -4.286
C 2.261 2.586 0.301
C -3.075 -1.963 7.352
C 4.649 1.907 2.988
C -6.320 -5.311 -2.800
C 7.831 -5.135 -1.068
C 3.319 -3.288 2.593
C 1.102 -5.355 -2.216
C 3.853 3.804 -0.984
C 6.824 3.346 1.577
C -5.668 -4.860 0.772
C -5.724 -1.195 -4.834
C 3.065 -4.409 -3.181
C -2.256 4.815 2.743
C -5.933 0.646 3.873
C 7.040 -0.985 -2.334
C -1.397 5.282 1.741
C -6.436 -4.758 -0.475
C -2.309 -1.992 4.994
C -6.482 3.022 -2.961
C -3.780 0.344 2.916
C 1.737 1.992 -3.871
C -6.498 -0.227 2.979
C 0.969 -4.277 -4.343
C 1.467 4.949 5.798
C -0.050 0.177 -1.079
C 4.766 -1.811 1.351
C -5.680 -0.824 2.005
C 5.330 0.633 -2.260
C 1.674 0.591 4.630
C -2.886 3.618 2.530
C -0.996 -2.093 5.448
C -1.479 2.311 -4.694
C -4.548 0.989 3.784
C -4.542 5.073 -8.328
C 9.799 -5.864 -2.098
C -3.323 -2.015 5.957
C 4.320 -3.414 3.554
C 5.747 2.754 3.619
C 0.995 2.688 3.584
C 5.722 -1.849 2.327
C 1.525 4.159 3.521
C -2.425 -2.700 -1.796
H -5.287 0.684 -6.707
H -0.678 -5.112 -3.326
H -1.586 -3.372 -2.109
H 9.318 -6.848 -2.131
H 7.811 3.857 1.399
H -5.314 -5.883 0.973
H -2.197 -3.170 1.430
H 9.772 -5.396 -3.061
H -6.323 -4.519 1.584
H 5.479 3.797 3.761
H 3.848 1.700 3.737
H 8.550 -2.514 -2.073
H 8.220 -1.693 -0.553
H -1.366 2.874 -3.724
H 1.228 5.930 7.676
H 2.579 5.151 5.870
H -5.938 -4.317 -3.130
H 7.374 -4.974 -2.000
H -3.669 0.117 -1.058
H 2.851 -3.595 -5.158
H 0.922 0.349 5.483
H -4.462 2.786 -7.154
H 6.434 2.666 0.783
H -3.767 -0.047 -7.240
H 0.598 6.940 6.370
H -4.059 2.524 -4.713
H -3.330 2.070 1.135
H 1.351 2.710 -3.181
H 1.262 2.240 0.142
H 2.460 2.499 -4.571
H 4.121 -4.277 -3.235
H 3.056 -5.336 -1.165
H 2.318 -2.277 -1.540
H 0.376 1.079 -1.477
H -3.352 -3.165 -2.065
H 2.609 0.179 4.938
H -1.330 -4.081 0.161
H 0.496 2.947 -5.560
H 3.338 4.737 -1.049
H -3.014 -5.470 0.909
H -3.850 5.605 -8.983
H -4.932 4.180 -8.843
H -6.548 3.757 -2.144
H 3.933 1.191 0.389
H -0.704 -0.283 -1.796
H 10.864 -6.079 -1.826
H 7.855 -3.727 0.758
H 2.787 -2.320 0.796
H -5.352 4.038 -6.163
H -2.483 -1.977 3.932
H 0.590 -2.383 -1.917
H -0.197 -2.033 4.772
H 1.201 4.537 2.530
H 4.342 0.672 -1.853
H -5.058 1.969 -0.759
H -1.053 5.247 9.005
H 1.018 2.167 2.589
H 2.062 -0.132 -0.636
H -5.398 5.703 -8.092
H -4.094 1.545 4.586
H -3.915 0.498 -5.610
H -6.234 -0.227 -4.707
H -3.714 -1.060 1.253
H -5.270 -0.411 -1.152
H 1.581 -1.202 -2.743
H -3.489 4.152 -4.532
H -7.451 -4.934 -0.206
H -3.730 -2.118 8.189
H 2.173 3.564 0.806
H -0.399 1.514 -6.279
H 2.417 -3.875 2.587
H -7.400 -5.221 -2.905
H -0.473 5.057 -0.177
H -3.528 -4.893 -0.719
H -2.581 -1.787 -2.325
H 0.391 -3.931 -5.268
H -2.357 5.336 3.694
H 2.754 0.854 1.741
H 5.379 0.695 -3.306
H 4.521 3.743 -0.111
H 4.959 -1.285 0.408
H 6.336 -4.475 0.268
H -0.833 6.136 2.009
H -6.207 -1.499 1.320
H 6.037 4.111 1.680
H -1.447 -2.219 8.745
H -0.945 6.921 8.352
H 6.024 2.146 4.469
H 5.886 1.480 -1.833
H -0.023 2.657 3.806
H -5.859 3.521 -3.764
H -7.510 3.072 -3.336
H 4.472 3.694 -1.849
H 2.334 1.345 -3.224
H 7.569 -6.166 -0.836
H 1.237 0.187 3.748
H -4.113 2.240 -2.243
H 1.266 4.007 6.190
H 5.067 0.921 2.754
H -6.090 -6.227 -3.396
H -2.675 0.452 2.949
H 4.201 -4.023 4.438
H -6.640 -1.919 -4.836
H -3.501 3.124 3.316
H -1.875 1.292 -4.386
H -4.077 -2.218 -4.000
H 7.745 -0.134 -2.588
H -6.383 -3.732 -0.907
H -5.409 -2.040 -2.927
H 2.583 4.107 3.654
H -2.304 5.956 7.939
H 6.815 -1.442 -3.235
H -4.335 -1.996 5.596
H 6.641 -1.262 2.269
H -6.634 1.126 4.505
*
```